Record 1
Density functional theory data (ωB97M-V with the def2-TZVPD basis set) for a cluster of 14 separate species, C42H112O42S14 in total in a non-equilibrium geometry.

Its HOMO energy is -10.566 eV. The spin multiplicity is 1. The total energy is -283050.88462 eV. As for the LUMO energy: -0.0102 Eh. Its charge is 0.

CARTESIAN COORDINATES (ANGSTROEM)
O 19.0244 10.4814 22.8755
S 18.1364 11.0087 23.9333
O 18.5918 12.0087 24.9065
O 16.7963 11.5325 23.2740
C 16.2052 10.7191 22.2076
C 14.7719 11.1049 22.1329
C 17.4394 9.6124 24.8398
H 16.3562 9.6556 22.3789
H 16.6020 10.9538 21.2103
H 14.8106 12.2014 22.2304
H 14.2172 10.6693 22.9742
H 14.3973 10.8690 21.1031
H 18.3570 9.2479 25.2711
H 16.8551 8.8845 24.2431
H 16.8189 10.1041 25.6646
O 15.9395 6.9543 27.4162
S 16.6552 5.6934 27.3936
O 16.9418 4.8690 28.5661
O 15.7675 4.8096 26.4153
C 15.7152 3.2948 26.6391
C 14.9669 2.8480 25.4025
C 18.2496 5.9449 26.5260
H 15.1909 3.1777 27.5143
H 16.7741 3.0097 26.6505
H 14.8505 1.7424 25.4393
H 15.6491 3.0956 24.5599
H 14.0848 3.3910 25.3423
H 18.5261 6.9475 26.7270
H 18.1659 5.7368 25.4929
H 18.9703 5.2166 26.9579
O 9.2545 13.1296 22.9558
S 10.4934 12.4805 23.4381
O 11.6987 13.2282 23.7051
O 10.1850 11.7265 24.7929
C 8.8263 11.3741 25.1538
C 8.1327 12.4855 25.8781
C 10.9412 11.2392 22.3369
H 8.9607 10.4870 25.7742
H 8.3343 11.1066 24.2390
H 8.6533 12.6756 26.8287
H 7.1898 12.0782 26.1771
H 8.0274 13.4707 25.2916
H 11.3344 11.8464 21.4978
H 10.0442 10.7087 22.0028
H 11.7506 10.6148 22.7079
O 16.7047 12.3069 29.8695
S 16.8526 12.1103 28.4137
O 17.6539 10.9750 28.0471
O 15.4603 12.0427 27.8605
C 14.5189 11.0579 28.3425
C 13.1359 11.4620 27.7270
C 17.5809 13.5048 27.6729
H 14.4158 11.2200 29.3980
H 14.9577 10.1103 28.0178
H 12.2897 10.9285 28.2672
H 13.0501 11.4784 26.6224
H 12.9628 12.4574 28.1372
H 17.0292 14.3414 28.0639
H 17.5186 13.4960 26.5910
H 18.6314 13.5725 28.0041
O 7.9788 7.9420 29.3391
S 8.3145 9.2545 28.7760
O 7.5573 9.8397 27.7521
O 8.3146 10.4066 29.9782
C 8.5692 9.8735 31.3037
C 8.0396 10.9250 32.3085
C 10.0949 9.1878 28.3832
H 9.6706 9.6890 31.4534
H 8.0672 8.8935 31.3597
H 8.5670 11.8990 32.0926
H 8.2109 10.5253 33.3106
H 6.9913 11.1687 32.1044
H 10.0625 8.8349 27.3929
H 10.5568 8.4523 29.0266
H 10.4478 10.2121 28.3515
O 13.6625 3.3761 32.0159
S 13.6148 2.8053 30.6935
O 12.5957 3.1545 29.7105
O 15.0414 3.0341 30.0549
C 16.2428 2.9318 30.8587
C 17.0357 1.7857 30.2182
C 13.5351 0.9502 30.8399
H 16.0273 2.7163 31.8981
H 16.7562 3.8487 30.7071
H 18.0288 1.8318 30.6595
H 17.1584 1.8822 29.1210
H 16.7124 0.7892 30.4883
H 13.7592 0.5842 29.8160
H 12.5056 0.6764 31.1273
H 14.2281 0.7207 31.6376
O 16.9455 5.7120 19.4183
S 15.7442 5.9531 20.2036
O 14.4155 5.9024 19.5812
O 15.8351 5.0114 21.5387
C 14.6033 4.7717 22.3376
C 14.2047 3.2793 22.3206
C 15.9651 7.5739 20.8783
H 13.8130 5.3719 21.8817
H 14.8103 5.1141 23.3206
H 15.0964 2.8079 22.7086
H 13.9658 2.9307 21.2976
H 13.2994 3.2065 22.8753
H 16.2221 8.3038 20.1283
H 16.7212 7.5843 21.6346
H 15.0094 7.8431 21.3400
O 18.1052 6.6274 32.2870
S 16.9731 7.4482 32.4489
O 16.5352 7.7382 33.7845
O 17.2773 8.8030 31.7045
C 18.2988 8.8978 30.6111
C 18.0049 8.0871 29.3884
C 15.6062 6.8400 31.5730
H 19.2374 8.5551 31.0414
H 18.3862 9.9390 30.3932
H 18.1046 7.0146 29.6230
H 18.7910 8.3355 28.7152
H 17.0173 8.3345 29.0725
H 15.1921 5.9918 32.1172
H 15.9967 6.6027 30.5697
H 14.8740 7.6780 31.4806
O 11.9226 10.9032 33.0664
S 12.8520 10.8928 31.9860
O 13.0819 9.6180 31.3008
O 12.3929 11.8205 30.8227
C 11.7304 13.1364 31.0784
C 10.6206 13.1878 30.0491
C 14.4066 11.5921 32.4860
H 12.4560 13.9165 30.9925
H 11.4079 13.2177 32.1501
H 9.8976 12.4159 30.1954
H 11.0268 13.0727 29.0477
H 10.2057 14.1685 30.1252
H 15.0907 11.2989 31.6459
H 14.7524 11.1475 33.4437
H 14.4008 12.6856 32.5237
O 10.9921 8.6886 20.1974
S 11.2802 7.3282 20.5207
O 12.4779 7.1757 21.2759
O 10.0659 6.6726 21.2470
C 9.7896 7.0996 22.5830
C 9.0710 6.0243 23.3374
C 11.3930 6.2180 19.1287
H 9.1677 8.0149 22.4369
H 10.7358 7.4196 23.0475
H 8.9800 6.4707 24.3231
H 9.6259 5.1126 23.3826
H 8.0695 5.7476 22.9650
H 11.9372 5.2315 19.2917
H 11.9019 6.7635 18.3433
H 10.3838 6.0070 18.7542
O 10.7540 7.0620 30.8868
S 10.6419 6.7693 32.3358
O 9.6695 7.4261 33.1862
O 10.3577 5.2288 32.3609
C 10.1088 4.3973 33.5873
C 9.7504 3.0491 33.0073
C 12.2926 6.9622 32.9903
H 9.2663 4.8457 34.1742
H 10.9702 4.3797 34.2793
H 9.6523 2.3574 33.8569
H 10.5081 2.7392 32.2473
H 8.7620 3.0719 32.5514
H 12.9400 6.2860 32.4592
H 12.1983 6.7559 34.0367
H 12.5727 7.9945 32.7416
O 11.0467 1.1931 21.7817
S 10.1706 2.2556 21.4487
O 10.6159 3.6105 21.2953
O 9.3262 1.9121 20.0592
C 9.2943 0.4037 19.7378
C 8.1675 0.4128 18.7508
C 8.8481 2.0954 22.6951
H 9.0401 -0.0911 20.6935
H 10.2452 0.1012 19.3163
H 8.4292 1.0340 17.8770
H 7.2814 0.8721 19.2346
H 8.0385 -0.6477 18.4512
H 7.9455 2.6850 22.4147
H 9.2539 2.5951 23.5982
H 8.5822 1.0521 22.9008
O 8.8290 3.0441 25.8592
S 10.1322 3.5266 26.2643
O 11.0451 3.8415 25.2507
O 10.0220 4.8344 27.1759
C 8.8986 5.0036 28.0716
C 8.9608 4.3544 29.4286
C 10.7694 2.3454 27.4042
H 7.9826 4.8378 27.5397
H 9.0032 6.1161 28.1815
H 8.3883 3.4315 29.4832
H 8.4361 4.9817 30.1591
H 9.9082 4.2317 29.9342
H 10.0355 2.2691 28.1932
H 11.7480 2.6855 27.6899
H 10.8925 1.3717 26.8258
O 11.4040 8.3812 25.1818
S 12.8130 8.3750 25.2286
O 13.5615 9.4789 24.7517
O 13.3683 8.1214 26.6564
C 12.6325 6.9860 27.4250
C 13.0343 7.0909 28.8697
C 13.4292 6.9126 24.3773
H 12.9693 6.0461 26.9863
H 11.5999 7.2497 27.3094
H 12.6515 6.3535 29.5751
H 12.7088 8.0510 29.3117
H 14.0987 7.0389 28.9649
H 13.3949 7.0276 23.3046
H 12.8191 6.0219 24.6270
H 14.5299 6.8952 24.6095

***

Record 2
Density functional theory data (ωB97M-V with the def2-TZVPD basis set) for a cluster of 21 separate species, C42H126O21S21 in total in a non-equilibrium geometry.

Its HOMO energy is -8.293 eV. The spin multiplicity is 1. The total energy is -316117.62602 eV. As for the LUMO energy: -0.0005 Eh. Its charge is 0.

CARTESIAN COORDINATES (ANGSTROEM)
C -5.0845 -5.6020 -0.5147
S -4.1150 -4.1270 -0.8031
O -2.9410 -4.5146 -1.6350
C -5.3616 -3.1933 -1.7785
H -4.8241 -5.9131 0.5210
H -4.9530 -6.2944 -1.2860
H -6.1333 -5.2977 -0.4416
H -4.9838 -2.1941 -1.9670
H -6.2106 -3.0780 -1.1182
H -5.5421 -3.7452 -2.7030
C -0.3219 -4.1918 -3.5179
S 1.3204 -3.7760 -3.9407
O 1.8654 -2.9260 -2.9146
C 1.9960 -5.4255 -3.7437
H -0.4390 -4.5915 -2.5215
H -0.8573 -4.7889 -4.2556
H -0.8803 -3.2632 -3.3701
H 3.0814 -5.3584 -3.7858
H 1.4487 -6.1134 -4.3761
H 1.7285 -5.6347 -2.6927
C -3.1996 -1.5898 -5.8726
S -4.4644 -0.7214 -4.9982
O -5.3828 -1.7221 -4.3869
C -3.3420 -0.0783 -3.8164
H -3.5816 -1.7675 -6.8669
H -2.9074 -2.4491 -5.3301
H -2.3735 -0.9239 -6.0334
H -4.0052 0.3288 -3.0212
H -2.7334 0.7333 -4.2383
H -2.8321 -0.9645 -3.3606
C -0.1314 2.6330 1.6748
S 0.1387 4.0228 2.7341
O -0.4573 5.1908 2.0643
C -0.9237 3.6101 4.0641
H 0.5853 2.7055 0.8588
H -1.1507 2.5409 1.2762
H 0.1847 1.7749 2.2613
H -1.1312 4.4627 4.6684
H -0.3753 2.9193 4.6678
H -1.8414 3.1753 3.6785
C -1.3352 3.3509 -1.3126
S -2.5133 3.4241 -2.6571
O -3.8248 3.6982 -1.9869
C -2.0567 4.9953 -3.3756
H -1.3206 4.2328 -0.6515
H -0.3913 3.1760 -1.8251
H -1.6162 2.3912 -0.8200
H -2.8097 5.7432 -3.0263
H -2.2752 4.8058 -4.4264
H -1.0522 5.3422 -3.2706
C 1.1338 1.8951 -6.4982
S -0.0370 1.1616 -5.4061
O -1.2930 0.8822 -6.1800
C 0.8488 -0.3278 -5.1749
H 1.2394 1.3820 -7.4815
H 2.0163 1.9156 -5.9151
H 0.7723 2.9335 -6.7272
H 0.2515 -0.9016 -4.4731
H 1.7740 -0.1408 -4.6599
H 0.9726 -0.8278 -6.1883
C 4.7425 -3.1527 -1.5964
S 4.3949 -1.9898 -0.3426
O 5.4983 -2.0132 0.6013
C 4.6185 -0.5776 -1.3450
H 4.0048 -2.8748 -2.4154
H 4.5870 -4.1536 -1.2215
H 5.7701 -2.8838 -1.9123
H 5.6901 -0.5219 -1.5849
H 4.4688 0.2925 -0.7304
H 4.0449 -0.4996 -2.2878
C -9.2572 -2.1100 1.7264
S -8.4455 -2.3122 3.2243
O -8.1837 -3.7451 3.3766
C -6.9532 -1.4851 2.7132
H -8.6314 -2.5855 0.9606
H -9.4799 -1.0837 1.4604
H -10.2088 -2.6309 1.8093
H -6.5668 -1.9028 1.7756
H -6.2454 -1.6007 3.5175
H -7.3051 -0.4495 2.5344
C 5.4931 3.1538 1.1138
S 3.7651 2.6674 1.2992
O 3.7222 1.2392 1.0074
C 3.7049 2.8469 3.0028
H 5.7661 3.1269 0.0710
H 6.1780 2.4742 1.6238
H 5.5871 4.1774 1.5149
H 3.5122 3.9124 3.3352
H 4.6937 2.5581 3.4336
H 2.8762 2.1682 3.2893
C -6.9484 1.8254 -2.1169
S -7.0778 1.5202 -0.3266
O -7.3507 0.0340 -0.2350
C -5.4538 1.8304 0.2608
H -7.9621 1.6618 -2.4855
H -6.2140 1.1055 -2.5117
H -6.5780 2.8383 -2.3013
H -5.1492 2.8529 0.3178
H -4.6046 1.3173 -0.1643
H -5.5656 1.4966 1.2974
C 3.6917 0.0963 6.1320
S 2.4997 1.3827 6.0527
O 1.7731 1.1362 4.7883
C 1.5304 0.6859 7.3744
H 3.1392 -0.8391 6.0638
H 4.4728 0.1488 6.8895
H 4.2626 0.0612 5.1855
H 1.3658 -0.3764 7.0903
H 0.5933 1.2299 7.5054
H 2.1280 0.7868 8.2721
C 2.1127 -1.0183 2.4369
S 1.6941 -2.2836 3.5531
O 0.1859 -2.3774 3.5805
C 2.2459 -3.6329 2.4951
H 1.2713 -1.0925 1.7188
H 3.1043 -1.1634 1.9400
H 1.8835 -0.0686 2.8951
H 2.1213 -3.2949 1.4375
H 1.6411 -4.4826 2.6750
H 3.2749 -3.7957 2.8184
C 6.2205 -0.9166 -6.6587
S 5.6267 -1.0373 -5.0432
O 4.9463 0.2748 -4.6245
C 4.3130 -2.1697 -5.3752
H 6.5756 -1.8856 -6.9868
H 6.9982 -0.2043 -6.7103
H 5.4647 -0.7933 -7.4228
H 4.6915 -3.1626 -5.7090
H 3.7643 -1.6502 -6.1463
H 3.8150 -2.2221 -4.4246
C 2.4402 6.7918 1.6764
S 2.9415 7.1190 -0.0166
O 4.0289 6.1130 -0.1655
C 1.4562 6.5379 -0.7886
H 3.3629 7.0732 2.1797
H 2.2588 5.7333 1.7859
H 1.5806 7.4008 1.9874
H 1.0852 5.6219 -0.3766
H 1.6501 6.4648 -1.8320
H 0.7084 7.3265 -0.7637
C -5.2902 -4.8409 4.0168
S -3.9163 -4.2013 3.1995
O -3.6277 -5.2057 2.0969
C -2.6358 -4.5810 4.4456
H -6.2593 -4.7565 3.4596
H -5.4191 -4.2334 4.9319
H -5.0416 -5.8683 4.2554
H -1.7315 -4.0145 4.2293
H -2.4933 -5.6650 4.2878
H -2.9529 -4.4763 5.4849
C 3.7362 3.0858 -2.0501
S 3.1632 3.5844 -3.6491
O 1.7361 3.8974 -3.5522
C 4.0577 5.0492 -3.8386
H 3.5267 3.8051 -1.2837
H 4.8383 3.0258 -2.2111
H 3.2757 2.0908 -1.9243
H 5.0955 4.7544 -3.8332
H 3.8190 5.6924 -3.0269
H 3.7170 5.4947 -4.7742
C -3.3378 5.8860 0.2555
S -2.1902 7.0482 -0.3876
O -2.9966 8.0228 -1.2465
C -1.9654 7.8239 1.1127
H -3.7098 5.2912 -0.5885
H -4.1898 6.4148 0.6750
H -2.7932 5.2754 0.9337
H -1.4393 8.7359 0.9132
H -1.3833 7.1774 1.7391
H -2.9382 8.0606 1.5898
C -2.8911 -0.5062 3.5698
S -2.9247 0.0911 5.2668
O -4.0642 -0.5899 5.9818
C -1.3373 -0.5577 5.7142
H -1.8496 -0.4943 3.2541
H -3.4045 0.2009 2.9171
H -3.3725 -1.5386 3.5891
H -1.4239 -1.5448 5.2322
H -1.1231 -0.5367 6.7849
H -0.6201 0.0645 5.1541
C -0.7349 -4.6796 1.2258
S 0.2775 -5.9448 0.4139
O 0.9244 -5.3007 -0.7299
C -1.0548 -6.9128 -0.2404
H -1.5259 -4.3575 0.5761
H -0.1068 -3.8102 1.5366
H -1.1649 -5.0612 2.1336
H -1.7402 -6.2224 -0.7092
H -1.6451 -7.3385 0.5725
H -0.6294 -7.6964 -0.8554
C 6.8518 -1.7567 3.6438
S 8.0481 -0.4598 3.2327
O 8.3612 0.2158 4.5521
C 9.4956 -1.4864 2.9409
H 5.8833 -1.2568 3.7946
H 7.1401 -2.2933 4.5498
H 6.7649 -2.4673 2.8360
H 9.3639 -1.7767 1.9155
H 9.4432 -2.2715 3.6791
H 10.2651 -0.7522 3.0999
C -0.3436 -2.0212 -0.7095
S -0.4962 -0.2723 -1.0673
O -0.8618 0.2783 0.2404
C 1.1704 0.1120 -1.3656
H 0.6277 -2.4511 -1.0499
H -1.1889 -2.4799 -1.2325
H -0.3931 -2.0807 0.4000
H 1.1679 1.1565 -1.6909
H 1.4084 -0.5398 -2.2082
H 1.8396 -0.0622 -0.5093